Entry from the Open Molecules 2025 dataset: the molecule C4H8N2 (ωB97M-V/def2-TZVPD).

Calculated values
Molecular weight (g mol⁻¹): 84.12
HOMO energy (eV): -9.314
Total energy (eV): -7255.619
Frontier orbital gap (eV): 10.38
Maximum force (eV Å⁻¹): 0.79
LUMO energy (eV): 1.070
Relative energy (zero: lowest compared OMol25 entry of this formula, charge and spin) (kcal/mol): 52.0

Geometry as XYZ:
```
14
Properties=species:S:1:pos:R:3:forces:R:3:mulliken_charge:R:1
C 1.891644 0.022630 -0.246035 0.4 0.1 0.0 -0.60
N 1.346331 -1.150994 0.436828 0.0 -0.1 0.3 -0.65
C 0.590329 -0.543321 -0.638980 -0.1 0.1 -0.2 -0.08
C -0.546631 0.378919 -0.331658 -0.1 0.0 0.0 -0.13
C -1.901697 -0.069475 0.068013 -0.1 -0.1 -0.2 -0.31
N -0.967433 0.454724 1.067130 0.1 0.2 0.2 -0.56
H 2.772631 -0.133080 -0.857292 0.0 -0.1 0.1 0.29
H 1.867778 0.976579 0.287379 0.0 -0.2 -0.1 0.24
H 0.916407 -0.847399 1.310051 0.1 -0.1 0.0 0.35
H 0.499114 -1.130851 -1.551506 0.1 0.1 0.1 0.38
H -0.358940 1.306366 -0.860942 -0.8 0.2 0.0 0.36
H -2.093985 -1.139414 0.153037 0.1 0.2 0.0 0.22
H -2.778655 0.527430 -0.183359 0.3 -0.1 0.0 0.27
H -1.225031 1.405909 1.318267 0.1 -0.1 -0.1 0.21
```
Positions in Å, forces in eV/Å.